A 2-piece molecular cluster, C4H11IO2Si overall in a non-equilibrium geometry, computed with ωB97M-V with the def2-TZVPD basis set.

- E_tot: -896.649166 Ha
- Orbital gap (alpha / beta): 8.14 / 7.10 eV
- HOMO level (alpha / beta): -7.64 / -8.05 eV
- LUMO level (alpha / beta): 0.493 / -0.947 eV

Last column: Mulliken charge in e.
CARTESIAN COORDINATES (ANGSTROEM)
C: 2.374 0.069 -1.934  -0.608
C: -0.843 1.579 2.549  -0.583
C: -2.649 -2.242 0.163  -0.674
C: 1.691 1.222 -1.325  -0.786
O: -0.492 0.255 2.341  -0.074
O: -2.154 -1.121 0.820  -0.223
Si: -0.614 -0.648 1.007  0.087
I: 0.836 -2.572 1.518  -0.142
H: 2.712 -0.639 -1.175  0.181
H: 1.728 -0.445 -2.641  0.247
H: 3.275 0.388 -2.475  0.306
H: -1.841 1.798 2.163  0.271
H: -0.120 2.239 2.057  0.255
H: -0.824 1.770 3.622  0.239
H: -2.526 -3.129 0.789  0.279
H: -2.128 -2.410 -0.782  0.301
H: -3.710 -2.080 -0.030  0.234
H: 0.846 1.674 -1.806  0.349
H: 2.149 1.744 -0.508  0.340

One molecule with the formula C4H11IOSi in a non-equilibrium geometry, computed with ωB97M-V with the def2-TZVPD basis set.

- Structure (SMILES): CO[Si](C)(C)CI
- E_tot: -821.444719 Ha
- Orbital gap: 9.65 eV
- HOMO level: -9.11 eV
- LUMO level: 0.542 eV

Last column: Mulliken charge in e.
CARTESIAN COORDINATES (ANGSTROEM)
C: -0.014 -2.625 -0.214  -0.573
C: -1.572 0.966 0.956  -1.038
C: -0.040 1.510 -1.600  -1.056
C: 1.404 0.421 1.081  -0.954
O: -0.314 -1.287 -0.567  -0.263
Si: -0.131 0.247 -0.071  0.436
I: 3.259 0.061 0.137  -0.009
H: 0.130 -2.925 0.873  0.263
H: 0.992 -2.834 -0.903  0.233
H: -0.860 -3.390 -0.497  0.225
H: -1.545 0.604 1.939  0.346
H: -1.480 2.086 1.020  0.285
H: -2.509 0.755 0.454  0.318
H: 0.535 1.031 -2.387  0.306
H: -1.034 1.736 -2.084  0.305
H: 0.440 2.543 -1.535  0.326
H: 1.465 1.388 1.459  0.485
H: 1.273 -0.287 1.938  0.364

C4H11InNO as an isolated structure in a non-equilibrium geometry, computed with ωB97M-V with the def2-TZVPD basis set.

- Net charge: +4
- Multiplicity: 2
- E_tot: -476.783799 Ha
- Orbital gap (alpha / beta): 4.96 / 4.91 eV
- HOMO level (alpha / beta): -29.36 / -29.33 eV
- LUMO level (alpha / beta): -24.396 / -24.428 eV

Last column: Mulliken spin population.
CARTESIAN COORDINATES (ANGSTROEM)
In: -0.677 -3.255 -1.259  -0.009
C: -0.256 1.978 -1.037  0.016
C: -0.147 0.457 -0.924  0.023
C: 0.175 0.075 0.582  0.061
O: 0.495 -1.269 0.656  0.623
C: 1.195 -1.674 1.905  0.101
N: -1.381 -0.105 -1.322  -0.029
H: -0.997 2.379 -0.346  0.000
H: -0.533 2.177 -2.073  0.000
H: 0.689 2.487 -0.849  0.002
H: 0.507 0.100 -1.720  0.000
H: -0.646 0.330 1.252  0.010
H: 1.029 0.698 0.847  0.027
H: 1.438 -2.705 2.164  0.006
H: 0.609 -1.321 2.753  0.086
H: 2.107 -1.085 2.007  0.081
H: -1.706 0.460 -2.093  0.002
H: -1.901 0.273 -0.543  0.001

A 2-piece molecular cluster, C4H11N2 overall in a non-equilibrium geometry, computed with ωB97M-V with the def2-TZVPD basis set.

- Net charge: +1
- E_tot: -268.160381 Ha
- Orbital gap: 7.09 eV
- HOMO level: -14.08 eV
- LUMO level: -6.986 eV

Last column: Mulliken charge in e.
CARTESIAN COORDINATES (ANGSTROEM)
C: 2.384 0.862 1.074  -1.125
C: 1.231 0.975 0.139  0.508
C: 0.025 0.379 0.312  -0.278
C: -1.229 0.446 -0.343  -0.310
N: -2.345 0.095 0.444  -0.477
N: 0.102 -2.179 -1.356  -0.663
H: 3.330 0.457 0.688  0.342
H: 2.088 0.162 1.843  0.334
H: 1.402 1.478 -0.801  0.347
H: -0.596 -2.675 -0.792  0.251
H: -0.158 -0.341 1.127  0.214
H: -1.370 0.987 -1.284  0.392
H: -2.712 0.952 0.849  0.295
H: -3.088 -0.425 -0.024  0.292
H: -0.121 -2.642 -2.236  0.259
H: 2.797 1.795 1.576  0.339
H: -0.151 -1.195 -1.381  0.279

A 2-piece molecular cluster, C4H11N2 overall in a non-equilibrium geometry, computed with ωB97M-V with the def2-TZVPD basis set.

- Net charge: +1
- E_tot: -268.204169 Ha
- Orbital gap: 7.29 eV
- HOMO level: -12.64 eV
- LUMO level: -5.344 eV

Last column: Mulliken charge in e.
CARTESIAN COORDINATES (ANGSTROEM)
C: 0.378 -1.294 1.216  -1.182
C: 0.223 0.180 0.931  -0.655
C: 1.256 0.898 0.392  -0.142
N: 1.269 2.173 -0.190  -0.507
H: 1.260 -1.376 1.829  0.409
H: -0.515 -1.741 1.696  0.331
H: 0.540 -1.896 0.268  0.286
H: -0.731 0.679 1.187  0.567
H: 2.308 0.442 0.377  0.306
H: 2.062 2.704 0.202  0.290
H: 0.429 2.707 0.097  0.272
C: -1.878 -0.905 -1.076  -0.115
N: -1.036 -0.090 -1.616  -0.046
H: -1.908 -0.954 0.006  0.259
H: -2.497 -1.495 -1.734  0.304
H: -0.884 -0.247 -2.616  0.319
H: -0.275 0.216 -0.970  0.304

An isolated ion of composition C4H11N2 and charge +1 in a non-equilibrium geometry, computed with ωB97M-V with the def2-TZVPD basis set.

- Net charge: +1
- Structure (SMILES): C=C([NH3+])CCN
- E_tot: -268.260537 Ha
- Orbital gap: 11.19 eV
- HOMO level: -14.35 eV
- LUMO level: -3.157 eV

Last column: Mulliken charge in e.
CARTESIAN COORDINATES (ANGSTROEM)
C: 0.710 0.829 1.101  -0.561
C: -0.395 -0.256 0.978  -0.683
C: -0.247 -0.999 -0.309  0.456
C: -0.024 -2.271 -0.553  -0.961
N: -0.422 -0.080 -1.492  -0.223
N: 0.267 1.980 0.262  -0.659
H: 1.626 0.453 0.656  0.383
H: 0.799 1.124 2.140  0.412
H: -0.356 -0.972 1.787  0.379
H: -1.355 0.282 1.007  0.294
H: 0.251 -2.980 0.198  0.286
H: 0.154 -2.688 -1.538  0.268
H: -0.135 0.905 -1.186  0.413
H: 0.076 -0.452 -2.299  0.378
H: -1.404 -0.014 -1.768  0.360
H: 0.976 2.707 0.305  0.247
H: -0.521 2.430 0.713  0.210